1.
{
  "formula": "C5H14N2",
  "method": "the ωB97M-V functional and the def2-TZVPD basis",
  "species": ["C", "N", "C", "C", "C", "N", "C", "H", "H", "H", "H", "H", "H", "H", "H", "H", "H", "H", "H", "H", "H"],
  "positions_angstrom": [[-2.182899, -0.996356, 0.476001], [-1.206334, -0.027826, 0.700572], [0.605096, -1.791167, 1.045854], [0.114337, -0.568463, 0.223718], [1.055885, 0.618644, 0.248408], [0.540540, 1.852580, -0.459784], [0.843778, 1.969253, -1.897121], [-3.137208, -0.911501, 1.026247], [-1.814709, -2.052242, 0.525533], [-2.428289, -1.112058, -0.618987], [-1.117289, 0.210811, 1.688510], [1.716626, -1.557063, 0.976129], [0.273224, -1.775599, 2.019919], [0.338095, -2.805277, 0.595018], [-0.249696, -1.091373, -0.654698], [1.230306, 0.798792, 1.379399], [2.110098, 0.472939, -0.144648], [0.697065, 2.802194, -0.127471], [1.926261, 1.961278, -2.206142], [0.374414, 1.218902, -2.521489], [0.310705, 2.783522, -2.274965]],
  "forces_ev_per_angstrom": [[-1.6116, -2.7092, -1.7223], [1.4372, 0.6519, 0.5579], [2.3182, 0.4372, -2.9975], [-2.5767, -0.3870, 0.8785], [1.6200, 2.0856, 0.1075], [0.1471, -0.5759, -1.0281], [0.7802, -1.8370, 0.6248], [0.6020, 0.1666, -0.1179], [-0.1800, 0.2488, 1.1997], [-0.2279, 1.0687, 0.5267], [-0.1004, -0.1063, -0.1764], [-0.9060, -1.2984, 0.6068], [-0.5597, 0.0686, 2.3021], [0.5349, 1.3488, 0.4824], [0.9608, 0.9282, -1.3289], [-0.3810, 0.1249, -1.6416], [-1.0999, -0.5898, 0.3744], [0.2805, -0.9620, 1.0652], [-0.6866, 0.2684, 0.4177], [-0.0244, -1.0220, 0.2638], [-0.3267, 2.0898, -0.3947]],
  "homo_ev": [1.454, -4.740],
  "spin_multiplicity": 2,
  "charge": -1,
  "homo_lumo_gap_ev": [2.57, 8.71]
}

2.
{
  "formula": "C3H12N3O",
  "method": "the ωB97M-V functional and the def2-TZVPD basis",
  "species": ["C", "O", "H", "H", "H", "H", "C", "C", "N", "N", "N", "H", "H", "H", "H", "H", "H", "H", "H"],
  "positions_angstrom": [[-2.844201, 1.002244, -0.276259], [-1.428541, 0.872709, -0.385771], [-0.922854, 1.796431, -0.236082], [-3.045986, 1.756581, 0.544157], [-3.284992, 1.271919, -1.244665], [-3.116183, 0.053512, 0.215136], [0.902411, 0.760633, -1.311974], [1.302150, -0.994251, 0.475908], [0.022076, -1.406451, 0.532954], [1.733837, -0.012370, -0.306320], [2.045961, -1.483034, 1.541619], [-0.755175, -1.113004, -0.051072], [-0.090971, -2.143318, 1.322168], [2.710895, 0.237126, -0.237824], [3.095702, -1.555994, 1.684688], [1.361825, -1.952383, 2.269313], [0.736923, 1.844048, -0.908925], [0.042672, 0.126314, -1.452498], [1.534449, 0.939288, -2.174552]],
  "forces_ev_per_angstrom": [[0.3518, 0.7708, 2.1824], [1.4347, 3.2097, 0.5354], [-2.2703, -3.2002, -0.5347], [-0.2298, -0.5109, -1.2380], [-0.2056, -0.3693, 0.5084], [-0.6833, 0.2249, -0.9111], [2.0063, 0.6800, 1.4817], [-0.1738, 0.8209, 1.8414], [0.7491, -2.1035, 1.7608], [-0.0304, 0.0463, -0.7027], [-1.0463, -1.1449, 1.0736], [0.3844, 0.2456, 0.3542], [-0.5710, 1.7649, -2.5674], [-0.1368, -0.0573, 0.1674], [-2.2336, 0.3283, -0.5883], [2.8924, 1.1717, -1.7922], [-0.0246, -2.1724, -0.5061], [-0.0680, 0.7767, -0.7240], [-0.1452, -0.4811, -0.3405]],
  "homo_ev": -14.180,
  "spin_multiplicity": 1,
  "charge": 1,
  "homo_lumo_gap_ev": 11.09
}

3.
{
  "formula": "C4H9N2O",
  "method": "the ωB97M-V functional and the def2-TZVPD basis",
  "species": ["C", "C", "C", "C", "N", "N", "O", "H", "H", "H", "H", "H", "H", "H", "H", "H"],
  "positions_angstrom": [[1.240195, -1.110707, 0.272774], [2.375421, -0.616950, -0.318124], [0.489346, 0.071946, 0.698331], [-2.333395, 0.308247, -0.037141], [1.163746, 1.181131, 0.233852], [-1.033986, -0.158234, -0.482731], [2.393712, 0.714781, -0.425195], [1.097004, -2.173225, 0.432710], [3.173875, -1.064005, -0.756224], [0.030442, 0.179411, 1.667054], [-2.746343, -0.383650, 0.671243], [-2.285247, 1.186108, 0.502161], [-3.068271, 0.348057, -0.872989], [1.204321, 2.211206, 0.450631], [-0.569570, 0.436510, -1.178298], [-1.131253, -1.130625, -0.858054]],
  "forces_ev_per_angstrom": [[2.5036, 0.9291, -0.0657], [-3.9670, 1.0384, 1.4747], [0.3601, 0.1403, -0.8048], [-1.3372, -1.5516, -1.4628], [1.5804, -0.8834, -0.5331], [0.5450, -0.4905, -0.1462], [-1.2339, 1.1988, 0.6558], [-0.4103, 0.4065, 0.2709], [2.1920, -1.3797, -1.1652], [-0.7505, -0.1277, -0.0577], [-0.0455, -0.7214, 0.2835], [0.3104, 2.2611, 0.6453], [0.5569, 0.3256, 0.5431], [-0.0841, -1.9259, 0.0132], [-0.6983, -0.3226, -0.0632], [0.4785, 1.1028, 0.4121]],
  "homo_ev": -13.564,
  "spin_multiplicity": 1,
  "charge": 1,
  "homo_lumo_gap_ev": 10.16
}

Short version: E = -308.27267, -360.72785, -342.20232 hartree, in the order given.
Short version: energy relative to the best compared isomer or geometry (same formula, charge and spin) = 56.7, 67.1, 97.2 kcal per mole, in the order given.
Short version: max |F| = 3.8, 4.0, 4.4 eV Å⁻¹, in the order given.